Computed, not measured: a cluster of 4 separate species, C21H20BrO16PS in total at a distorted geometry, with ωB97M-V/def2-TZVPD.

The value obtained for the gap between HOMO and LUMO is 7.52 eV. As for the charge: 0. The calculation puts the LUMO energy at -0.0694 Eh.

```
60
C21H20BrO16PS ωB97M-V/def2-TZVPD
C -3.2637 3.2369 0.6811
C -2.4156 1.9233 0.0938
C -0.9525 2.5605 -0.4018
Br -1.1934 3.2815 -2.2844
O 0.1330 1.5718 -0.2864
P 1.4414 2.1433 0.7105
O 2.7424 1.3066 0.3047
O 1.8427 3.8279 0.4498
O 1.2080 1.9411 2.4248
S -0.0812 0.8861 2.7863
H -3.3323 3.9856 -0.2323
H -2.6390 3.7644 1.5483
H -4.3402 2.9414 1.0486
H -2.3057 1.1320 0.9485
H -2.9992 1.3967 -0.7855
H -0.7570 3.4901 0.2953
H 2.8544 3.8523 0.5689
H -0.2412 -0.1154 1.8100
C 3.9734 0.2274 -4.2072
C 3.2689 0.9109 -3.3031
C 2.4266 2.0741 -3.6970
O 1.7755 2.6709 -2.8467
C 2.4148 2.4679 -5.1145
C 3.1221 1.7865 -6.0178
C 3.9423 0.6068 -5.6281
O 4.5671 -0.0107 -6.4839
O 3.1178 2.1528 -7.3512
O 3.2952 0.5619 -1.9654
H 4.5880 -0.6214 -3.9351
H 1.8126 3.3260 -5.3843
H 3.7036 1.5058 -7.8014
H 2.7047 1.2052 -1.5162
C 2.2294 -1.5812 7.1527
C 1.3943 -0.8327 6.4295
C 0.1286 -1.3946 5.8818
O -0.6280 -0.6772 5.2369
C -0.1632 -2.8136 6.1384
C 0.6737 -3.5629 6.8587
C 1.9253 -2.9936 7.4293
O 2.6656 -3.7025 8.1028
O 0.4069 -4.8979 7.1014
O 1.6747 0.4949 6.1631
H 3.1516 -1.1851 7.5587
H -1.0776 -3.2139 5.7196
H 1.1590 -5.2196 7.6447
H 0.9196 0.8182 5.6250
C -2.0516 -1.3993 -2.8910
C -2.6048 -1.9930 -3.9503
C -3.8092 -2.8577 -3.8112
O -4.3065 -3.3747 -4.8054
C -4.3584 -3.0626 -2.4618
C -3.8029 -2.4716 -1.4021
C -2.6155 -1.5851 -1.5452
O -2.1383 -1.0411 -0.5550
O -4.3122 -2.6620 -0.1307
O -2.0788 -1.8252 -5.2181
H -1.1774 -0.7664 -2.9781
H -5.2230 -3.7077 -2.3725
H -3.7390 -2.1289 0.4624
H -2.6556 -2.3533 -5.8119
```

Computed, not measured: a structure of composition C21H20Cl5FeO at a distorted geometry, with ωB97M-V/def2-TZVPD.

As for the spin multiplicity: 6. The value obtained for the gap between HOMO and LUMO (spin up / spin down) is 4.36 / 5.45 eV. As for the charge: -2. The calculation puts the LUMO energy (spin up / spin down) at 0.1590 / 0.1588 Eh.

```
48
C21H20Cl5FeO ωB97M-V/def2-TZVPD
Fe 0.0200 0.7802 1.2218
C 2.1545 0.7421 1.9352
C 2.4550 -0.0863 0.8015
C 2.1661 0.6474 -0.4097
H 2.8042 -1.1005 0.8534
C 1.6893 1.9523 -0.0378
C 1.6948 2.0469 1.4196
H 1.5678 2.9289 2.0067
H 2.3901 0.5274 2.9546
H 2.4349 0.3621 -1.4199
H 1.5204 2.7452 -0.7410
C -2.2213 0.9082 1.3696
C -1.5234 2.1264 1.7901
C -0.9374 2.6964 0.6056
H -1.5489 2.5479 2.7806
C -1.3166 1.9350 -0.5167
C -2.0808 0.8150 -0.0872
H -2.5796 0.1000 -0.7067
H -2.8300 0.2998 1.9769
H -0.4241 3.6675 0.5774
H -1.1473 2.1957 -1.5802
O 0.7416 -1.4750 -0.3359
C -0.1079 0.1866 -4.4282
C 0.4804 -0.9637 -3.7496
C 0.6527 1.3770 -3.9746
C -1.5527 0.1541 -4.0788
C 0.6852 -1.6074 -1.6152
H 1.4965 -1.2239 -4.0045
H 0.1595 -1.9320 -4.1014
H 0.0652 -2.5403 -2.0798
H 1.7943 -1.8497 -2.0320
H 0.8383 2.1532 -4.7247
H 1.6286 1.1185 -3.5402
H 0.2382 1.9078 -3.0945
H -2.2288 -0.0071 -4.9204
H -1.9701 0.9724 -3.4886
H -1.7689 -0.6935 -3.3952
Cl -1.6486 -2.4482 0.5295
C -0.7566 -2.1173 2.0023
C -0.3225 -0.8758 2.4415
C -0.0925 -0.7245 3.8081
Cl 0.1743 0.8562 4.4732
C -0.1270 -1.8290 4.6997
Cl 0.2237 -1.6393 6.3590
C -0.4534 -3.1133 4.2002
Cl -0.5211 -4.4681 5.2253
C -0.7496 -3.2631 2.8363
Cl -1.1662 -4.7924 2.1951
```

Computed, not measured: the molecule C21H20ClFN4O2, with ωB97M-V/def2-TZVPD.

The value obtained for the gap between HOMO and LUMO is 8.93 eV. As for the charge: 0. The value obtained for the energy above the lowest of the compared OMol25 structures with the same formula, charge and spin is 0.0 kcal per mole. The calculation puts the LUMO energy at 0.0163 Eh.

```
49
C21H20ClFN4O2 ωB97M-V/def2-TZVPD
O 1.8853 -0.4965 -1.9211
C 1.1795 -0.6252 -0.9393
C 0.9088 0.4073 0.0149
C 0.0980 0.2007 1.0896
N -0.1434 1.0999 2.0903
C 0.5118 2.3880 2.0749
H 1.5342 2.2785 1.7181
C -0.2792 3.3851 1.2114
N -1.6755 2.9866 1.2345
C -2.5668 3.7132 0.4397
C -3.5595 4.5296 0.9820
C -4.4477 5.2133 0.1729
C -4.3587 5.1068 -1.2036
C -3.3894 4.2941 -1.7664
C -2.5140 3.5962 -0.9547
Cl -1.3755 2.5169 -1.6964
H -3.3201 4.1833 -2.8371
H -5.0438 5.6449 -1.8396
H -5.2035 5.8402 0.6213
H -3.6254 4.6382 2.0542
C -2.0872 2.5350 2.5411
H -1.7944 3.2375 3.3372
C -1.4278 1.1540 2.7694
H -2.0894 0.3879 2.3650
H -1.2896 0.9752 3.8427
H -3.1709 2.4201 2.5650
H -0.1463 4.4058 1.6083
H 0.0714 3.3712 0.1797
H 0.5533 2.7328 3.1124
N -0.4607 -1.0453 1.2367
C -0.2611 -2.1110 0.3789
O -0.7942 -3.1767 0.5981
N 0.5444 -1.8570 -0.6911
C 0.8035 -2.9583 -1.6165
C 1.9924 -3.7607 -1.1572
C 1.8172 -4.8617 -0.3282
C 2.9093 -5.5784 0.1275
C 4.1749 -5.1741 -0.2555
C 4.3778 -4.0769 -1.0721
C 3.2762 -3.3708 -1.5203
H 3.4077 -2.5030 -2.1484
H 5.3805 -3.7891 -1.3460
F 5.2469 -5.8705 0.1862
H 2.7912 -6.4370 0.7696
H 0.8204 -5.1496 -0.0312
H -0.0934 -3.5794 -1.6471
H 0.9983 -2.5084 -2.5921
H -0.9983 -1.2711 2.0614
H 1.3641 1.3568 -0.1948
```

Computed, not measured: the molecule C21H20ClN5O, with ωB97M-V/def2-TZVPD.

The value obtained for the gap between HOMO and LUMO is 8.85 eV. As for the charge: 0. The value obtained for the energy above the lowest of the compared OMol25 structures with the same formula, charge and spin is 40.4 kcal per mole. The calculation puts the LUMO energy at 0.0191 Eh.

```
48
C21H20ClN5O ωB97M-V/def2-TZVPD
C -6.7274 1.8329 0.8772
C -6.2211 2.5471 -0.1149
C -5.2041 3.6329 0.0788
N -4.0168 3.4177 -0.7297
C -2.9766 2.6038 -0.4592
C -2.1406 2.6422 -1.5529
C -0.8765 1.9419 -1.7226
N -0.1715 2.0579 -2.8438
N 0.9278 1.2909 -2.6664
C 0.9214 0.7024 -1.4594
C -0.2109 1.0838 -0.8163
C -0.2856 0.4685 0.5396
N 0.9795 -0.2993 0.5681
C 1.3390 -0.8900 1.7357
O 0.6364 -0.7811 2.7264
C 2.6765 -1.6051 1.7722
C 3.0107 -2.5911 0.6956
C 4.1616 -2.4799 -0.0821
C 4.4673 -3.3991 -1.0723
C 3.6093 -4.4610 -1.3162
C 2.4562 -4.5994 -0.5619
C 2.1715 -3.6752 0.4312
Cl 0.7256 -3.8918 1.3676
C 3.7716 -0.8014 2.4382
C 3.1423 -1.9478 3.1609
C 1.7722 -0.2347 -0.6727
C -2.7899 3.5180 -2.4498
N -3.9227 3.9766 -1.9447
H -7.4682 1.0646 0.7009
H -6.4205 1.9969 1.9043
H -6.5302 2.3711 -1.1403
H -5.6003 4.6003 -0.2288
H -4.9086 3.6957 1.1267
H -2.9134 2.0663 0.4733
H 1.6023 1.2309 -3.4061
H -0.2962 1.1884 1.3606
H -1.1363 -0.2025 0.6837
H 4.8210 -1.6379 0.0852
H 5.3698 -3.2821 -1.6574
H 3.8345 -5.1836 -2.0892
H 1.7747 -5.4217 -0.7304
H 4.7832 -0.9119 2.0748
H 3.5098 0.1995 2.7548
H 2.4454 -1.7386 3.9590
H 3.7223 -2.8553 3.2583
H 1.8683 -1.2133 -1.1490
H 2.7782 0.1483 -0.4787
H -2.4607 3.8250 -3.4284
```